# 1
{"formula": "C18H30As3F18N4O2", "method": "the ωB97M-V functional and the def2-TZVPD basis", "gap_ev": 6.6, "e_homo_ev": -12.33, "max_force_ev_per_a": 3.3, "total_charge": 1, "symbols": ["C", "C", "O", "N", "H", "H", "C", "H", "H", "H", "H", "H", "H", "C", "C", "O", "N", "H", "H", "C", "H", "H", "H", "H", "H", "H", "C", "N", "C", "C", "C", "C", "C", "C", "C", "C", "N", "C", "C", "C", "H", "H", "H", "H", "H", "H", "H", "H", "H", "H", "H", "H", "H", "H", "As", "F", "F", "F", "F", "F", "F", "As", "F", "F", "F", "F", "F", "F", "As", "F", "F", "F", "F", "F", "F"], "xyz": [[-3.501, 6.530, 1.366], [-4.373, 7.729, 1.319], [-4.410, 8.418, 0.343], [-5.463, 8.004, 2.310], [-6.312, 8.350, 1.870], [-5.578, 7.094, 2.769], [-5.122, 8.925, 3.480], [-3.795, 5.701, 0.723], [-3.474, 6.135, 2.387], [-2.467, 6.732, 1.091], [-6.077, 8.862, 3.995], [-4.946, 9.911, 3.054], [-4.240, 8.676, 4.062], [-9.934, 8.478, 5.807], [-9.232, 7.352, 6.490], [-9.667, 6.255, 6.551], [-7.934, 7.682, 7.154], [-7.175, 7.731, 6.467], [-7.816, 8.610, 7.588], [-7.655, 6.672, 8.244], [-9.274, 9.345, 5.755], [-10.848, 8.736, 6.340], [-10.172, 8.177, 4.787], [-6.714, 7.007, 8.679], [-7.510, 5.652, 7.906], [-8.364, 6.679, 9.069], [1.456, 12.794, 9.757], [1.287, 11.674, 8.846], [0.112, 11.621, 8.147], [-0.192, 10.631, 7.245], [0.803, 9.652, 7.049], [2.090, 9.807, 7.588], [2.258, 10.810, 8.527], [0.439, 8.470, 6.241], [-0.768, 7.804, 6.488], [-0.983, 6.539, 6.001], [-0.050, 5.926, 5.246], [1.069, 6.592, 4.895], [1.305, 7.888, 5.316], [-0.330, 4.601, 4.640], [2.511, 12.912, 10.003], [0.974, 12.641, 10.721], [1.105, 13.678, 9.233], [-0.592, 12.416, 8.355], [-1.191, 10.565, 6.834], [2.846, 9.131, 7.220], [3.146, 10.924, 9.135], [-1.384, 8.341, 7.202], [-1.905, 5.988, 6.142], [1.744, 6.052, 4.247], [2.170, 8.397, 4.912], [-1.040, 3.979, 5.183], [0.582, 4.033, 4.484], [-0.823, 4.838, 3.698], [-8.901, 9.988, 10.573], [-7.982, 9.768, 9.063], [-9.600, 8.339, 10.466], [-9.915, 10.284, 11.985], [-8.185, 11.587, 10.712], [-10.179, 10.499, 9.455], [-7.629, 9.407, 11.639], [-4.408, 9.552, 7.936], [-5.349, 9.470, 9.401], [-5.923, 9.850, 7.095], [-3.566, 9.481, 6.366], [-2.894, 9.234, 8.832], [-4.634, 7.808, 7.818], [-4.110, 11.275, 8.053], [-5.075, 5.030, 5.211], [-4.540, 4.766, 6.877], [-3.668, 6.033, 4.940], [-5.519, 5.395, 3.558], [-6.516, 4.043, 5.360], [-6.135, 6.338, 5.733], [-4.189, 3.668, 4.531]], "mulliken_charge": [-0.5208, 0.4020, -0.4562, 0.1989, 0.4124, 0.1833, -0.8914, 0.3308, -0.0281, 0.3290, 0.3230, 0.4107, 0.2612, -1.1370, 0.6778, -0.4284, 0.6345, 0.1200, 0.3297, -0.9720, 0.2931, 0.3190, 0.3558, 0.2977, 0.3499, 0.3471, -0.9017, 0.0909, -0.5424, -0.5317, 0.6882, -0.8336, -0.2025, 0.6264, -0.5400, -0.8625, 0.0839, -0.3039, -0.6068, -0.8431, 0.3422, 0.3255, 0.3929, 0.5182, 0.6321, 0.5459, 0.4117, 0.5802, 0.7157, 0.4226, 0.5631, 0.3537, 0.3349, 0.3420, 1.9939, -0.6512, -0.4947, -0.4928, -0.4835, -0.5076, -0.4602, 1.9413, -0.4267, -0.5039, -0.4385, -0.5213, -0.4488, -0.5140, 1.8717, -0.4843, -0.3104, -0.5758, -0.4712, -0.4458, -0.5196]}

# 2
{"formula": "C4H17N2O2", "method": "the ωB97M-V functional and the def2-TZVPD basis", "gap_ev": 9.0, "e_above_lowest_kj_mol": 208.1, "e_homo_ev": -12.09, "max_force_ev_per_a": 2.1, "total_charge": 1, "symbols": ["N", "C", "C", "C", "N", "C", "H", "H", "H", "H", "H", "H", "H", "H", "H", "H", "H", "H", "H", "H", "H", "O", "H", "H", "O"], "xyz": [[-0.790, 1.857, 0.104], [-0.760, 0.327, -0.240], [-1.731, -0.300, 0.705], [0.705, -0.113, 0.151], [1.419, -1.065, -0.664], [2.699, -0.712, -1.302], [-0.211, 2.513, -0.441], [-1.774, 2.122, 0.104], [-0.351, 1.997, 1.059], [-0.934, 0.253, -1.314], [-2.718, 0.191, 0.721], [-1.304, -0.234, 1.718], [-1.856, -1.369, 0.520], [1.217, 0.806, 0.339], [0.561, -0.658, 1.096], [0.821, -1.345, -1.432], [2.692, -0.366, -2.339], [3.279, 0.037, -0.747], [3.235, -1.675, -1.239], [-0.448, -2.460, -2.503], [-1.956, -2.017, -2.826], [-1.186, -1.879, -2.258], [0.605, 1.645, 3.566], [-0.932, 1.063, 3.931], [-0.283, 1.382, 3.289]], "mulliken_charge": [-0.3506, 0.2694, -1.3410, -0.7068, -0.2830, -0.9010, 0.3730, 0.3599, 0.2713, 0.5328, 0.4724, 0.2743, 0.3349, 0.3985, 0.1898, 0.1900, 0.2827, 0.3388, 0.3266, 0.2741, 0.2833, -0.5889, 0.3138, 0.2999, -0.6142]}

# 3
{"formula": "C5H17N5O", "method": "the ωB97M-V functional and the def2-TZVPD basis", "gap_ev": 8.9, "e_homo_ev": -16.25, "max_force_ev_per_a": 3.6, "total_charge": 2, "symbols": ["C", "C", "C", "C", "C", "N", "N", "N", "N", "N", "O", "H", "H", "H", "H", "H", "H", "H", "H", "H", "H", "H", "H", "H", "H", "H", "H", "H"], "xyz": [[-0.432, 0.145, -0.505], [-0.712, 1.141, -1.661], [1.136, -0.069, -0.489], [-2.237, 1.299, -1.898], [1.463, -0.959, 0.728], [-2.986, 2.060, -0.582], [0.998, -0.686, 1.920], [2.323, -1.984, 0.662], [-2.598, 2.288, -2.961], [2.004, -2.286, 3.885], [-2.915, 1.519, 0.473], [-0.900, 0.609, 0.385], [-0.898, -0.827, -0.615], [-0.273, 2.077, -1.450], [-0.342, 0.713, -2.624], [1.802, 0.790, -0.333], [1.460, -0.446, -1.408], [-2.679, 0.265, -1.934], [0.254, -0.023, 1.981], [1.507, -1.245, 2.787], [2.751, -2.118, 1.544], [2.820, -2.068, -0.245], [-1.787, 2.101, -3.621], [-3.320, 2.079, -3.595], [-2.787, 3.268, -2.675], [1.643, -2.228, 4.827], [1.703, -3.217, 3.466], [3.002, -2.196, 3.937]], "mulliken_charge": [-0.8479, -0.8847, -0.6977, -0.2528, 0.6192, -0.0216, -0.2525, -0.3395, -0.1838, -0.9189, -0.2075, 0.4242, 0.3903, 0.3955, 0.5642, 0.3884, 0.4893, 0.4477, 0.1999, 0.2642, 0.1651, 0.3008, 0.4167, 0.3188, 0.3789, 0.2382, 0.3267, 0.2789]}

# 4
{"formula": "C31H62AuP2Si2", "method": "the ωB97M-V functional and the def2-TZVPD basis", "gap_ev": [3.7, 3.6], "e_homo_ev": [-8.77, -8.70], "spin_multiplicity": 3, "max_force_ev_per_a": 5.3, "s_squared": 2.020, "total_charge": 1, "symbols": ["Au", "C", "C", "C", "C", "C", "C", "H", "H", "H", "C", "H", "H", "H", "C", "H", "H", "H", "C", "H", "H", "H", "C", "H", "H", "H", "C", "C", "C", "C", "C", "C", "C", "C", "H", "H", "H", "H", "H", "H", "H", "H", "H", "H", "H", "H", "P", "P", "C", "C", "H", "H", "H", "H", "C", "H", "H", "H", "C", "H", "H", "H", "C", "H", "H", "H", "C", "H", "H", "H", "C", "Si", "C", "C", "C", "Si", "C", "C", "C", "H", "H", "H", "H", "H", "H", "H", "H", "H", "H", "H", "H", "H", "H", "H", "H", "H", "H", "H"], "xyz": [[-2.338, -3.355, -3.633], [0.104, 1.997, 0.155], [-1.263, 1.845, 0.522], [0.022, 1.384, 2.366], [0.900, 1.703, 1.298], [-1.310, 1.474, 1.890], [0.610, 2.380, -1.177], [-0.147, 2.949, -1.731], [0.884, 1.504, -1.785], [1.507, 3.008, -1.085], [2.373, 1.686, 1.368], [2.819, 2.232, 0.528], [2.747, 0.645, 1.342], [2.729, 2.139, 2.306], [0.450, 1.003, 3.734], [1.243, 1.671, 4.092], [0.854, -0.021, 3.766], [-0.385, 1.059, 4.437], [-2.545, 1.263, 2.680], [-2.979, 2.222, 3.010], [-2.341, 0.667, 3.581], [-3.313, 0.744, 2.089], [-2.430, 2.081, -0.350], [-2.852, 3.087, -0.201], [-3.233, 1.362, -0.142], [-2.153, 1.994, -1.406], [-0.848, -2.622, -4.834], [-1.234, -1.319, -5.410], [-2.571, -0.743, -5.075], [-3.747, -1.616, -5.624], [-3.834, -2.974, -4.953], [-3.097, -4.129, -5.374], [-2.058, -4.115, -6.482], [-0.667, -3.704, -5.935], [-2.657, 0.273, -5.483], [-3.698, -1.729, -6.723], [-2.680, -0.688, -3.979], [0.010, -3.358, -6.735], [0.033, -2.573, -4.175], [-1.094, -1.321, -6.502], [-0.211, -4.598, -5.484], [-2.003, -5.123, -6.918], [-3.609, -5.080, -5.200], [-2.352, -3.472, -7.327], [-4.690, -1.086, -5.400], [-4.789, -3.190, -4.462], [0.169, 0.413, -5.758], [-0.309, -3.252, 0.937], [-1.381, -2.780, -1.771], [-1.220, -3.806, -0.653], [-2.003, -1.920, -1.471], [-0.415, -2.387, -2.123], [-2.214, -4.170, -0.339], [-0.602, -4.644, -1.021], [-0.699, -4.701, 1.993], [-0.503, -4.465, 3.049], [-0.043, -5.529, 1.693], [-1.750, -4.996, 1.866], [-1.603, -2.090, 1.555], [-2.584, -2.583, 1.624], [-1.674, -1.229, 0.880], [-1.323, -1.709, 2.547], [1.470, -0.295, -6.839], [2.420, 0.132, -6.476], [1.331, -0.008, -7.889], [1.508, -1.389, -6.732], [-0.697, 1.458, -6.986], [-0.269, 2.467, -6.860], [-1.774, 1.503, -6.769], [-0.513, 1.106, -8.007], [3.332, -3.616, -1.085], [3.292, -1.850, -0.434], [5.066, -1.189, -0.446], [2.275, -0.769, -1.602], [2.489, -1.753, 1.239], [3.237, -2.319, 2.844], [4.225, -0.933, 3.668], [1.839, -2.820, 4.007], [4.415, -3.780, 2.663], [4.353, -4.024, -1.085], [2.965, -3.646, -2.122], [2.697, -4.278, -0.480], [5.502, -1.329, -1.448], [5.100, -0.113, -0.220], [5.719, -1.699, 0.276], [2.221, -1.219, -2.606], [1.249, -0.639, -1.230], [2.725, 0.228, -1.715], [1.520, -1.226, 1.291], [3.772, -0.643, 4.628], [5.252, -1.272, 3.876], [4.287, -0.038, 3.036], [1.603, -3.890, 3.911], [0.918, -2.250, 3.826], [2.149, -2.641, 5.048], [3.912, -4.718, 2.940], [4.815, -3.899, 1.648], [5.267, -3.646, 3.347]], "mulliken_charge": [0.5065, 0.1647, 0.7363, 0.9317, 0.3218, 0.5167, -1.3366, 0.4550, 0.0312, 0.3979, -0.7392, 0.3218, -0.5009, 0.4670, -1.6169, 0.4020, 0.1183, 0.4298, -1.6786, 0.3657, 0.4284, 0.3159, -1.6483, 0.2984, 0.3770, 0.3406, 0.5733, -0.8643, -0.7359, -0.9063, -0.4418, -0.6577, -0.6680, -0.7961, 0.3475, 0.3202, 0.1583, 0.2740, 0.3766, 0.4512, 0.4070, 0.4412, 0.5771, 0.2929, 0.4503, 0.6793, 0.5011, 0.9008, -0.6512, -0.9625, 0.3436, -0.0988, 0.4966, 0.3704, -1.4214, 0.3640, 0.3852, 0.4140, -1.2205, 0.5794, -0.0434, 0.3451, -1.0540, 0.3706, 0.3649, 0.2548, -1.1416, 0.3625, 0.3655, 0.3725, -1.1351, -0.0265, -1.1480, -0.6636, -0.1821, 0.4806, -1.1223, -1.1949, -1.2359, 0.3677, 0.3864, 0.3050, 0.3628, 0.3033, 0.3236, 0.4110, -0.1961, 0.4071, 0.6882, 0.3297, 0.4133, 0.2338, 0.3384, 0.1924, 0.4991, 0.3178, 0.2743, 0.3873]}